{
  "formula": "C2H12O4",
  "method": "the ωB97M-V functional and the def2-TZVPD basis",
  "fmax_ev_per_a": 2.58,
  "molar_mass_g_mol": 100.11,
  "orbital_gap_ev": 10.6,
  "e_homo_ev": -10.2,
  "smiles": "CCO.O.O.O",
  "elements": ["C", "O", "C", "H", "H", "H", "H", "H", "H", "H", "H", "O", "H", "H", "O", "H", "H", "O"],
  "coordinates": [[3.090, -1.352, -0.766], [4.188, -1.556, 0.199], [2.087, -0.451, -0.002], [3.608, -0.849, -1.618], [2.663, -2.310, -1.087], [3.627, -1.926, 0.892], [2.389, 0.561, 0.258], [1.135, -0.483, -0.576], [1.835, -0.899, 0.997], [-2.793, -0.382, 3.378], [-2.087, -0.763, 2.099], [-1.978, -0.264, 2.903], [-1.169, 5.063, -5.291], [-2.400, 5.498, -4.339], [-1.461, 5.516, -4.504], [-4.567, -2.029, 3.101], [-4.296, -1.322, 1.936], [-3.871, -2.051, 2.423]],
  "mulliken_charge": [-0.223, -0.499, -0.901, 0.246, 0.232, 0.300, 0.287, 0.268, 0.291, 0.329, 0.313, -0.620, 0.321, 0.320, -0.641, 0.321, 0.345, -0.688]
}


{
  "formula": "C12H17BEuN6O2",
  "method": "the ωB97M-V functional and the def2-TZVPD basis",
  "fmax_ev_per_a": 7.61,
  "molar_mass_g_mol": 440.08,
  "orbital_gap_ev": [7.2, 8.9],
  "spin_multiplicity": 8,
  "e_homo_ev": [-6.9, -8.7],
  "elements": ["H", "N", "B", "N", "C", "Eu", "H", "C", "H", "C", "H", "C", "H", "H", "H", "N", "N", "N", "N", "C", "C", "H", "H", "C", "C", "C", "C", "H", "H", "H", "H", "H", "C", "C", "O", "O", "H", "H", "H"],
  "coordinates": [[0.428, -0.875, 2.973], [0.461, -1.512, 0.954], [0.616, -2.882, -1.193], [0.476, -2.769, 0.360], [0.423, -3.722, 1.310], [0.684, 0.725, -0.393], [0.412, -4.766, 1.028], [0.394, -3.093, 2.557], [0.364, -3.560, 3.524], [0.422, -1.710, 2.281], [0.680, -4.023, -1.529], [1.248, 2.333, -1.837], [1.631, 3.333, -2.082], [0.137, 2.403, -1.817], [1.580, 1.614, -2.616], [1.921, -2.124, -1.602], [-0.631, -2.190, -1.840], [2.042, -0.757, -1.240], [-0.846, -0.824, -1.651], [3.027, -2.498, -2.265], [-1.616, -2.698, -2.609], [3.133, -3.513, -2.621], [-1.620, -3.747, -2.865], [3.889, -1.400, -2.374], [-2.496, -1.663, -2.944], [3.243, -0.336, -1.725], [-1.977, -0.510, -2.318], [4.843, -1.365, -2.862], [-3.380, -1.728, -3.553], [3.555, 0.699, -1.607], [-2.365, 0.508, -2.329], [1.800, 2.127, -0.693], [-0.559, 3.167, 2.924], [-0.199, 2.177, 1.841], [0.962, 1.622, 1.856], [-1.040, 1.965, 0.898], [-0.104, 2.873, 3.869], [-1.645, 3.219, 3.011], [-0.172, 4.154, 2.637]],
  "lowdin_spin": [0.000, -0.007, 0.000, 0.000, 0.001, 6.893, 0.000, 0.000, 0.000, 0.001, 0.000, 0.044, 0.001, 0.010, 0.005, 0.002, 0.001, -0.010, -0.005, 0.003, 0.001, 0.000, 0.000, 0.001, 0.000, 0.008, 0.003, 0.000, 0.000, 0.003, 0.001, 0.041, 0.000, 0.003, -0.001, -0.002, 0.000, 0.000, 0.000]
}


{
  "formula": "C22H34CoN9O5P2",
  "method": "the ωB97M-V functional and the def2-TZVPD basis",
  "fmax_ev_per_a": 1.28,
  "molar_mass_g_mol": 625.45,
  "orbital_gap_ev": [8.8, 9.2],
  "spin_multiplicity": 2,
  "e_homo_ev": [-11.1, -11.1],
  "charge": 1,
  "elements": ["Co", "C", "N", "C", "P", "O", "O", "P", "O", "N", "C", "C", "N", "C", "C", "N", "C", "C", "H", "H", "H", "H", "H", "H", "H", "H", "H", "H", "H", "H", "H", "H", "H", "H", "H", "H", "H", "H", "H", "H", "H", "H", "N", "C", "C", "N", "C", "C", "N", "C", "C", "N", "H", "H", "H", "H", "H", "H", "O", "C", "N", "C", "O", "C", "C", "C", "C", "C", "C", "H", "H", "H", "H"],
  "coordinates": [[0.265, 0.560, -0.010], [-4.459, -3.016, 0.021], [-3.043, -2.663, 0.027], [-2.134, -3.814, 0.080], [-2.441, -1.236, 0.514], [-1.126, -0.963, -0.130], [-3.619, -0.241, 0.113], [-3.447, 1.330, -0.332], [-2.016, 1.693, -0.360], [-4.172, 1.412, -1.781], [-5.569, 1.755, -2.004], [-3.517, 0.741, -2.904], [-4.339, 2.119, 0.769], [-3.885, 3.403, 1.298], [-5.562, 1.601, 1.364], [-2.290, -1.064, 2.136], [-3.471, -1.247, 2.977], [-1.033, -1.410, 2.803], [-4.654, -3.674, -0.827], [-5.079, -2.131, -0.089], [-4.747, -3.544, 0.935], [-2.307, -4.445, -0.792], [-2.303, -4.409, 0.981], [-1.097, -3.484, 0.054], [-5.962, 2.326, -1.168], [-6.183, 0.860, -2.147], [-5.651, 2.372, -2.900], [-2.511, 0.433, -2.626], [-3.445, 1.420, -3.755], [-4.084, -0.144, -3.207], [-2.981, 3.721, 0.786], [-3.664, 3.315, 2.364], [-4.657, 4.162, 1.160], [-5.845, 0.650, 0.915], [-6.386, 2.304, 1.219], [-5.428, 1.447, 2.438], [-4.384, -1.072, 2.409], [-3.450, -0.537, 3.805], [-3.509, -2.259, 3.392], [-0.196, -1.339, 2.113], [-1.064, -2.428, 3.202], [-0.866, -0.724, 3.636], [0.802, 4.246, 1.534], [0.600, 3.756, 2.808], [0.220, 2.461, 2.653], [0.197, 2.152, 1.314], [0.568, 3.235, 0.676], [0.727, 3.195, -0.770], [0.582, 2.057, -1.400], [0.827, 2.308, -2.728], [1.120, 3.626, -2.887], [1.040, 4.185, -1.628], [1.224, 5.132, 1.315], [0.737, 4.363, 3.685], [-0.052, 1.746, 3.410], [0.776, 1.536, -3.476], [1.363, 4.206, -3.758], [1.261, 5.138, -1.400], [3.227, 2.494, 0.267], [3.208, 1.280, 0.247], [2.085, 0.473, 0.243], [2.468, -0.857, 0.192], [1.671, -1.773, 0.146], [3.960, -0.930, 0.198], [4.828, -1.998, 0.181], [6.192, -1.709, 0.198], [6.647, -0.392, 0.232], [5.752, 0.679, 0.250], [4.410, 0.374, 0.232], [4.466, -3.018, 0.152], [6.910, -2.518, 0.186], [7.711, -0.199, 0.246], [6.094, 1.705, 0.275]],
  "lowdin_spin": [0.964, 0.000, 0.000, 0.000, 0.001, 0.014, 0.000, 0.000, -0.001, 0.000, 0.000, 0.000, 0.000, 0.000, 0.000, 0.000, 0.000, 0.001, 0.000, 0.000, 0.000, 0.000, 0.000, 0.000, 0.000, 0.000, 0.000, 0.000, 0.000, 0.000, 0.000, 0.000, 0.000, 0.000, 0.000, 0.000, 0.000, 0.000, 0.000, 0.001, 0.000, 0.000, 0.000, 0.001, 0.003, 0.018, 0.000, 0.000, 0.017, 0.004, 0.001, -0.001, 0.000, 0.000, 0.000, 0.000, 0.000, 0.000, 0.000, -0.002, -0.021, -0.001, 0.000, -0.001, 0.000, 0.000, 0.000, 0.000, -0.001, 0.000, 0.000, 0.000, 0.000]
}


{
  "formula": "AgH14O7",
  "method": "the ωB97M-V functional and the def2-TZVPD basis",
  "fmax_ev_per_a": 2.50,
  "molar_mass_g_mol": 233.97,
  "orbital_gap_ev": 9.1,
  "e_homo_ev": -12.7,
  "charge": 1,
  "elements": ["Ag", "O", "H", "H", "O", "H", "H", "O", "H", "H", "O", "H", "H", "O", "H", "H", "O", "H", "H", "O", "H", "H"],
  "coordinates": [[-0.036, 0.165, -0.324], [1.388, -1.988, -0.101], [2.150, -1.472, -0.047], [1.353, -2.435, 0.727], [1.687, 0.357, -1.996], [2.428, 0.933, -1.663], [1.848, -0.561, -1.836], [-0.003, -0.465, 2.066], [-0.468, -1.136, 2.554], [0.607, -0.070, 2.659], [-1.353, -1.692, -0.207], [-1.023, -2.484, 0.214], [-2.169, -1.495, 0.283], [1.102, 2.055, 0.478], [0.746, 1.909, 1.346], [2.020, 2.240, 0.649], [-1.756, 1.511, 0.795], [-2.623, 1.799, 0.542], [-1.951, 0.760, 1.343], [-1.074, 0.392, -2.476], [-1.969, 0.383, -2.154], [-0.896, 1.286, -2.844]],
  "mulliken_charge": [0.516, -0.554, 0.302, 0.268, -0.536, 0.302, 0.340, -0.364, 0.262, 0.214, -0.510, 0.274, 0.304, -0.541, 0.297, 0.291, -0.514, 0.280, 0.299, -0.589, 0.326, 0.332]
}


What is the formula in the first record?
C2H12O4